{"formula": "C37H35As2BrCl2CsN3O5", "method": "ωB97M-V/def2-TZVPD", "symbols": ["Cs", "N", "C", "C", "O", "N", "C", "C", "O", "O", "H", "H", "H", "H", "H", "H", "Cl", "C", "Cl", "H", "H", "C", "C", "As", "C", "C", "C", "C", "C", "C", "C", "C", "C", "C", "C", "C", "As", "C", "C", "C", "C", "C", "C", "C", "C", "C", "C", "C", "C", "H", "H", "H", "H", "H", "H", "H", "H", "H", "H", "H", "H", "H", "H", "H", "H", "H", "H", "H", "H", "H", "H", "H", "H", "Br", "C", "C", "N", "C", "C", "C", "C", "O", "O", "H", "H", "H"], "coordinates": [[0.448383, -0.083880, -0.625790], [3.167376, -1.119328, -0.357968], [3.263892, -1.372912, 1.084827], [2.199051, -0.586101, 1.865920], [2.597486, 0.527806, 2.346082], [1.052570, -1.187374, 1.969707], [0.007667, -0.590114, 2.767443], [-1.193513, -0.020532, 1.985368], [-2.343162, -0.322913, 2.366063], [-0.934117, 0.761752, 1.017976], [4.066040, -1.261597, -0.801251], [2.916402, -0.149513, -0.517132], [4.235274, -1.071784, 1.495843], [3.113966, -2.439603, 1.262655], [0.387028, 0.244175, 3.380176], [-0.396891, -1.349685, 3.441745], [-2.688433, -0.897012, -0.993613], [-2.527500, -0.535235, -2.709250], [-1.595351, 0.944533, -2.958174], [-3.515677, -0.393713, -3.134000], [-1.974219, -1.343950, -3.172046], [-0.478364, 4.058131, 2.381087], [-1.778645, 3.523109, 1.777849], [-1.603369, 3.114577, -0.139089], [-3.442911, 2.513445, -0.449064], [-4.137423, 1.734280, 0.469224], [-5.434418, 1.313123, 0.200558], [-6.048745, 1.647642, -0.995897], [-5.357140, 2.410504, -1.930929], [-4.069813, 2.839168, -1.653567], [-2.061485, 4.976068, -0.755015], [-1.284788, 5.590375, -1.734815], [-1.572256, 6.871866, -2.189534], [-2.654552, 7.566351, -1.670668], [-3.452018, 6.963174, -0.705456], [-3.156083, 5.684026, -0.259963], [0.975800, 2.685827, 2.160877], [2.034995, 3.513426, 0.723357], [1.679037, 4.654612, 0.012867], [2.502213, 5.170774, -0.980591], [3.699078, 4.543472, -1.289032], [4.065171, 3.397164, -0.593753], [3.244305, 2.891362, 0.401591], [2.131542, 3.509950, 3.548450], [2.429659, 4.870095, 3.579066], [3.175083, 5.417962, 4.613698], [3.645861, 4.606169, 5.637726], [3.372756, 3.245210, 5.609930], [2.622121, 2.704813, 4.573733], [-0.608826, 4.179783, 3.460142], [-0.228240, 5.048395, 1.986022], [-2.611778, 4.210351, 1.947695], [-2.026679, 2.571428, 2.248884], [-3.639067, 1.401369, 1.375075], [-5.957850, 0.698793, 0.923806], [-7.058636, 1.313258, -1.206633], [-5.818658, 2.668856, -2.877561], [-3.537723, 3.436936, -2.383872], [-0.445454, 5.044164, -2.152396], [-0.952662, 7.332007, -2.951419], [-2.880124, 8.568610, -2.016431], [-4.311599, 7.490720, -0.306739], [-3.802149, 5.215340, 0.474654], [0.752611, 5.167250, 0.234491], [2.202314, 6.066893, -1.513723], [4.340610, 4.943219, -2.066036], [4.993574, 2.893429, -0.837216], [3.520863, 1.996316, 0.953052], [2.079610, 5.512442, 2.777118], [3.391452, 6.481078, 4.621542], [4.224473, 5.033308, 6.449396], [3.750559, 2.603051, 6.397885], [2.427287, 1.639479, 4.520133], [3.077889, -0.244077, -8.216744], [2.433374, -1.308297, -6.767727], [2.354536, -2.679546, -6.930001], [1.914832, -3.479424, -5.962264], [1.524780, -2.912765, -4.819855], [1.576506, -1.545372, -4.576565], [2.059178, -0.715681, -5.576802], [1.092714, -0.958705, -3.243579], [1.602513, 0.118714, -2.897390], [0.221134, -1.632366, -2.655506], [2.650523, -3.152742, -7.859851], [1.146983, -3.569763, -4.046096], [2.132447, 0.348052, -5.393411]], "forces_ev_per_a": [[1.292, -0.051, -0.268], [0.441, -0.041, -0.006], [0.017, -0.048, 0.122], [0.433, -0.334, 0.662], [0.093, -0.042, -0.026], [0.109, -0.370, 0.230], [-0.070, 0.145, 0.201], [-0.403, 0.124, 0.425], [0.005, -0.011, 0.046], [-2.397, 1.077, 2.878], [0.003, -0.006, -0.070], [0.579, -0.056, -0.104], [-0.030, -0.010, 0.018], [-0.003, 0.000, -0.035], [-0.027, -0.024, 0.007], [-0.040, 0.015, -0.025], [-0.525, -0.262, -0.021], [-0.090, -0.187, 0.000], [-0.208, 0.278, -0.613], [0.003, 0.041, 0.041], [0.038, 0.031, -0.007], [-0.014, 0.091, -0.229], [0.051, -0.021, 0.224], [-0.306, 0.503, -0.104], [-0.235, -0.040, -0.062], [0.216, 0.002, 0.176], [-0.060, 0.000, -0.019], [-0.024, 0.018, -0.027], [-0.027, -0.033, 0.007], [0.099, -0.007, 0.060], [0.102, -0.014, 0.016], [0.034, -0.195, 0.052], [-0.024, 0.122, -0.049], [0.027, -0.007, -0.001], [-0.020, 0.009, -0.002], [-0.020, 0.006, 0.052], [-0.024, 0.567, 0.453], [0.095, 0.103, -0.257], [-0.050, 0.009, 0.074], [0.032, 0.021, -0.044], [0.008, 0.018, -0.003], [0.002, 0.074, -0.045], [-0.022, -0.162, 0.084], [0.012, -0.003, 0.162], [-0.034, 0.024, -0.033], [0.008, 0.044, 0.010], [-0.005, -0.029, 0.006], [0.043, 0.070, 0.057], [-0.073, -0.136, -0.125], [0.096, -0.048, 0.025], [-0.002, -0.025, 0.010], [0.012, -0.014, -0.079], [-0.013, -0.010, -0.053], [-0.063, -0.081, -0.040], [0.040, -0.006, 0.016], [0.008, -0.013, 0.003], [-0.012, 0.007, 0.006], [-0.023, 0.006, -0.048], [0.054, 0.034, 0.008], [0.014, -0.035, 0.004], [0.001, -0.008, -0.015], [0.008, -0.007, 0.012], [-0.008, 0.025, -0.011], [-0.059, 0.018, -0.031], [-0.014, -0.013, -0.004], [-0.007, -0.020, -0.011], [-0.004, -0.021, 0.026], [0.017, -0.001, -0.019], [0.004, -0.002, 0.009], [-0.001, -0.007, -0.009], [0.013, -0.010, -0.009], [-0.012, -0.015, -0.012], [0.029, -0.002, 0.023], [-0.019, -0.040, 0.040], [0.052, 0.102, -0.092], [-0.020, -0.060, 0.032], [-0.003, -0.037, 0.009], [-0.031, -0.003, -0.085], [0.030, 0.062, 0.057], [0.021, -0.134, 0.056], [0.230, -0.324, -0.706], [0.867, 0.308, -1.719], [-0.228, -1.038, -1.280], [0.023, 0.070, -0.015], [-0.012, 0.037, 0.014], [0.001, 0.005, -0.003]], "orbital_gap_ev": 5.6, "charge": -2, "energy_ev": -270958.249, "lumo_energy_ha": 0.1304, "fmax_ev_per_a": 3.9}

---

{"formula": "C16H21NS4", "method": "ωB97M-V/def2-TZVPD", "symbols": ["C", "C", "C", "N", "C", "S", "S", "C", "C", "H", "H", "H", "H", "H", "H", "H", "H", "H", "H", "C", "C", "C", "C", "C", "S", "C", "C", "C", "S", "C", "C", "H", "H", "H", "H", "H", "H", "H", "H", "H", "H", "H"], "coordinates": [[2.087866, 2.290539, -4.229049], [0.986369, 2.675518, -3.242788], [1.023066, 1.881415, -1.935318], [1.139292, 0.443714, -2.173126], [0.708054, -0.437197, -1.209186], [-0.202805, 0.134773, 0.113772], [1.057026, -2.075483, -1.321580], [2.224014, 0.034968, -3.063941], [2.174020, 0.778762, -4.404877], [1.890548, 2.759403, -5.200476], [3.051007, 2.674062, -3.868448], [1.052454, 3.743280, -3.006072], [0.008453, 2.519469, -3.714815], [1.855748, 2.247660, -1.303198], [0.090300, 2.069702, -1.381730], [3.210618, 0.211729, -2.590415], [2.134762, -1.045822, -3.249365], [1.307588, 0.416108, -4.974464], [3.064530, 0.519497, -4.989508], [-5.278469, -0.867386, 2.208904], [-4.550657, -1.988675, 1.785962], [-3.151868, -1.954717, 1.772986], [-2.465582, -0.823219, 2.236318], [-0.969320, -0.838809, 2.260962], [-0.166324, 0.455443, 3.087050], [1.614244, 0.195153, 2.825559], [2.155962, -1.216797, 3.007133], [1.425807, -2.225668, 2.137973], [-0.326033, -2.418595, 2.547044], [-3.192962, 0.307959, 2.621060], [-4.591529, 0.282690, 2.623381], [-6.370173, -0.884127, 2.199860], [-5.074807, -2.884574, 1.447811], [-2.593185, -2.811265, 1.387054], [1.881733, 0.637238, 1.854528], [2.007612, 0.829157, 3.638385], [3.228000, -1.228971, 2.763852], [2.061173, -1.504848, 4.060778], [1.511245, -2.051464, 1.054202], [1.796503, -3.236205, 2.367323], [-2.664908, 1.218703, 2.920476], [-5.149369, 1.166882, 2.935981]], "forces_ev_per_a": [[0.031, 0.052, 0.034], [-0.200, -0.060, -0.122], [-0.146, 0.398, -0.016], [0.012, -0.072, 0.800], [0.385, -0.604, -0.948], [-0.687, 0.725, 0.575], [-0.077, -0.276, 0.039], [0.241, -0.168, -0.662], [-0.203, -0.117, 0.124], [0.114, 0.027, 0.170], [-0.058, -0.047, -0.027], [-0.039, -0.130, 0.016], [0.095, -0.044, 0.034], [-0.129, -0.249, -0.133], [0.425, -0.093, -0.189], [-0.359, -0.025, 0.071], [0.056, 0.514, 0.217], [0.068, 0.093, 0.118], [-0.118, -0.030, 0.127], [0.488, 0.012, 0.044], [0.190, 0.318, 0.023], [-0.464, -0.188, 0.024], [0.268, 0.170, -0.465], [0.221, -0.241, 0.037], [-0.115, 0.643, 0.057], [0.256, 0.365, 0.436], [-0.334, 0.051, 0.065], [0.148, -0.509, 0.368], [0.240, -0.517, -0.685], [-0.270, 0.168, 0.133], [0.123, -0.225, -0.165], [0.354, 0.004, 0.031], [0.194, 0.293, 0.067], [-0.215, 0.326, 0.173], [-0.197, -0.245, 0.283], [0.031, -0.066, -0.419], [-0.251, 0.086, -0.031], [0.013, 0.012, -0.139], [-0.089, 0.020, 0.358], [0.044, 0.239, -0.258], [-0.240, -0.353, -0.068], [0.194, -0.257, -0.096]], "orbital_gap_ev": 6.0, "energy_ev": -61762.778, "lumo_energy_ha": -0.0441, "fmax_ev_per_a": 1.2}